No. 1
72
Properties=species:S:1:pos:R:3:lowdin_spin:R:1 method="wB97M-V/def2-TZVPD" s2=0.762 orbital_gap_ev="6.34 / 5.89" charge=-1 multiplicity=2 de_lowest_kcal_mol=201.0
Cu -1.428 1.208 -2.266 -0.0021
S -4.408 2.780 -4.288 -0.0459
O -5.750 2.238 -4.504 0.1995
O -3.280 1.942 -4.758 0.3349
O -4.288 4.075 -4.961 0.4537
O -4.177 2.926 -2.874 0.0601
C 3.436 -3.117 -3.587 0.0000
F 4.347 -3.694 -4.366 0.0000
F 3.302 -3.823 -2.438 0.0000
F 3.924 -1.891 -3.216 0.0000
S 1.765 -2.843 -4.437 0.0000
O 1.253 -4.263 -4.432 0.0000
O 0.948 -1.986 -3.561 0.0000
O 2.120 -2.324 -5.783 0.0000
O 0.597 0.082 1.294 0.0000
P 1.184 -0.392 2.574 0.0000
N 0.283 0.071 3.985 0.0000
C -0.825 1.020 4.034 0.0000
C 0.676 -0.445 5.272 0.0000
N 2.703 0.374 2.883 0.0000
C 2.865 1.611 3.625 0.0000
C 3.932 -0.006 2.266 0.0000
N 1.494 -2.074 2.646 0.0000
C 0.425 -2.995 2.132 0.0000
C 2.500 -2.728 3.505 0.0000
H -0.545 1.916 3.480 0.0000
H -1.154 1.315 5.030 0.0000
H -1.638 0.595 3.445 0.0000
H -0.090 -1.206 5.419 0.0000
H 0.621 0.304 6.061 0.0000
H 1.653 -0.929 5.274 0.0000
H 2.576 1.402 4.655 0.0000
H 3.810 2.128 3.459 0.0000
H 2.132 2.301 3.209 0.0000
H 4.448 -0.822 2.771 0.0000
H 3.608 -0.322 1.274 0.0000
H 4.555 0.867 2.071 0.0000
H 0.838 -3.992 1.983 0.0000
H -0.465 -3.032 2.761 0.0000
H 0.032 -2.720 1.153 0.0000
H 3.028 -3.473 2.909 0.0000
H 2.051 -3.215 4.370 0.0000
H 3.335 -2.104 3.823 0.0000
O -4.263 -2.050 -1.201 0.0000
C -4.896 -3.075 -0.927 0.0000
O -6.110 -3.028 -0.322 0.0000
C -6.694 -4.338 -0.098 0.0000
C -5.926 -5.130 -1.172 0.0000
C -4.523 -4.505 -1.252 0.0000
H -7.746 -4.539 -0.300 0.0000
H -6.447 -4.830 0.843 0.0000
H -6.389 -5.112 -2.159 0.0000
H -5.838 -6.182 -0.902 0.0000
H -4.086 -4.544 -2.250 0.0000
H -3.924 -4.975 -0.471 0.0000
C 3.470 4.366 -2.680 0.0000
C 2.144 3.798 -2.079 0.0000
C 1.277 4.908 -1.509 0.0000
O 0.099 4.425 -0.885 0.0000
C -0.735 5.460 -0.430 0.0000
N 1.320 3.174 -3.013 -0.0001
H 4.105 4.933 -1.999 0.0000
H 3.207 5.051 -3.485 0.0000
H 4.019 3.492 -3.030 0.0000
H 2.309 3.155 -1.214 0.0000
H 1.135 5.594 -2.344 0.0000
H 1.921 5.461 -0.825 0.0000
H -1.020 6.103 -1.263 0.0000
H -0.185 6.115 0.246 0.0000
H -1.601 5.017 0.060 0.0000
H 1.942 2.602 -3.567 0.0000
H 1.041 3.893 -3.666 0.0000

---

No. 2
66
Properties=species:S:1:pos:R:3:nbo_charge:R:1 method="wB97M-V/def2-TZVPD" orbital_gap_ev=8.59
F 5.553 2.355 3.963 -0.3110
C 5.424 2.167 2.500 0.9293
F 4.738 0.873 2.279 -0.3059
F 6.831 1.992 1.981 -0.3219
C 4.790 3.441 1.686 0.5772
F 5.873 4.321 1.139 -0.3081
F 4.062 2.920 0.469 -0.3172
C 3.758 4.377 2.549 0.3005
F 4.346 5.027 3.744 -0.3339
F 3.351 5.503 1.627 -0.3461
Si 2.094 3.489 3.031 1.3319
O 1.071 3.131 1.614 -1.1860
Si 0.917 1.360 1.439 1.1708
H 2.286 2.283 3.826 -0.1720
H 1.322 4.487 3.816 -0.1583
H -0.028 0.780 2.412 -0.1971
H 0.635 0.969 0.052 -0.1530
H 2.230 0.801 1.769 -0.2097
C -2.292 4.677 -4.480 -0.2452
O -3.153 3.565 -4.678 -0.5566
C -2.687 2.659 -5.686 -0.0710
C -2.234 1.332 -5.056 -0.2426
N -1.000 1.498 -4.285 -0.6260
C -0.673 0.348 -3.433 -0.2499
C -1.671 -0.012 -2.312 -0.0870
O -1.747 0.959 -1.266 -0.5536
C -2.616 2.049 -1.536 -0.2456
H -2.807 5.396 -3.837 0.1934
H -1.373 4.369 -3.976 0.1597
H -2.053 5.169 -5.428 0.1722
H -1.894 3.101 -6.306 0.1786
H -3.541 2.455 -6.340 0.1850
H -2.068 0.593 -5.848 0.1924
H -3.052 0.976 -4.421 0.1676
H -1.088 2.318 -3.688 0.3522
H 0.291 0.574 -2.963 0.2071
H -0.514 -0.530 -4.069 0.1920
H -1.301 -0.928 -1.836 0.1926
H -2.668 -0.257 -2.692 0.1643
H -3.474 1.760 -2.151 0.1760
H -2.062 2.860 -2.008 0.1609
H -2.992 2.430 -0.581 0.1876
C -3.194 -4.698 2.114 -0.2449
O -2.257 -4.505 3.164 -0.5560
C -1.351 -5.604 3.326 -0.0712
C 0.070 -5.203 2.898 -0.2428
N 0.162 -5.020 1.447 -0.6263
C 1.402 -4.367 1.010 -0.2492
C 1.660 -2.928 1.503 -0.0860
O 0.758 -1.958 0.965 -0.5569
C -0.477 -1.854 1.659 -0.2486
H -3.947 -3.908 2.181 0.1937
H -2.706 -4.620 1.140 0.1580
H -3.698 -5.665 2.204 0.1726
H -1.692 -6.504 2.794 0.1785
H -1.335 -5.839 4.394 0.1859
H 0.774 -5.983 3.208 0.1932
H 0.323 -4.280 3.430 0.1681
H -0.621 -4.451 1.133 0.3517
H 1.371 -4.346 -0.086 0.2049
H 2.253 -5.001 1.287 0.1934
H 2.653 -2.638 1.140 0.1938
H 1.710 -2.854 2.594 0.1656
H -0.375 -2.052 2.730 0.1769
H -1.212 -2.525 1.213 0.1609
H -0.854 -0.835 1.532 0.1911

---

No. 3
65
Properties=species:S:1:pos:R:3:nbo_charge:R:1 method="wB97M-V/def2-TZVPD" orbital_gap_ev=6.40 charge=-1 de_lowest_kcal_mol=0.0
Sc 0.053 1.453 -0.532 1.8090
N 3.019 1.281 2.578 -0.8057
C 1.866 1.580 1.941 0.7286
O 1.900 1.926 0.753 -0.6641
C 0.573 1.490 2.704 -0.5144
C -0.603 1.598 1.739 -0.9870
H 3.851 1.197 2.017 0.4016
H 2.972 0.768 3.441 0.3941
H 0.635 2.251 3.498 0.1980
H 0.584 0.521 3.215 0.2212
H -0.926 2.648 1.681 0.1984
H -1.463 1.059 2.145 0.1865
C -3.373 0.347 -3.455 -0.6384
C -2.068 1.127 -3.357 -0.3963
O -1.803 1.528 -4.701 -0.7382
P -2.188 2.550 -2.141 2.2862
O -3.583 3.221 -1.627 -0.9840
O -2.077 3.674 -3.357 -1.0044
O -0.892 2.994 -1.380 -1.1627
P -0.569 -0.066 -3.065 1.3911
O -2.528 1.311 -0.838 -1.0942
O 0.582 1.059 -3.370 -0.9065
O -0.474 -0.252 -1.465 -1.2259
H -4.139 0.971 -3.924 0.2142
H -3.741 0.015 -2.488 0.2159
H -3.208 -0.521 -4.099 0.2096
H -0.985 2.041 -4.684 0.4941
H -3.868 2.689 -0.874 0.5054
H -1.955 4.537 -2.949 0.4784
H -2.155 0.443 -1.050 0.5000
C 2.722 -0.756 -2.494 -0.6066
C 2.875 0.765 -2.598 -0.0986
C 3.921 1.216 -1.581 -0.5909
C 3.377 1.110 -4.007 -0.6092
C 1.552 1.476 -2.296 -0.3954
H 3.698 -1.247 -2.586 0.1847
H 2.075 -1.143 -3.284 0.2135
H 2.283 -1.043 -1.535 0.2168
H 4.907 0.824 -1.852 0.1848
H 3.666 0.868 -0.580 0.2067
H 3.987 2.308 -1.538 0.2015
H 4.273 0.535 -4.270 0.1812
H 3.626 2.174 -4.075 0.1929
H 2.602 0.895 -4.744 0.2209
H 1.704 2.541 -2.524 0.1671
C -1.793 -1.698 0.976 -0.4272
N -1.589 -2.179 2.340 -0.4067
C -2.824 -2.294 3.100 -0.4154
C -0.373 -2.412 2.853 0.3166
S 1.077 -2.069 2.089 -0.2529
N -0.412 -3.051 4.114 -0.4871
C -0.875 -4.435 4.022 -0.4069
C 0.789 -2.961 4.924 -0.4054
H -2.462 -2.385 0.449 0.1899
H -0.852 -1.643 0.445 0.2755
H -2.238 -0.704 1.007 0.2283
H -3.444 -1.429 2.863 0.2134
H -2.618 -2.314 4.165 0.2261
H -3.380 -3.193 2.817 0.1867
H -1.751 -4.512 3.384 0.2067
H -1.140 -4.801 5.015 0.1958
H -0.091 -5.081 3.605 0.1862
H 1.117 -1.927 4.999 0.2165
H 1.615 -3.553 4.517 0.1927
H 0.539 -3.325 5.923 0.1874

---

No. 4
60
Properties=species:S:1:pos:R:3:nbo_charge:R:1 method="wB97M-V/def2-TZVPD" orbital_gap_ev=9.30 de_lowest_kcal_mol=119.5
C 0.746 -4.395 -0.765 -0.4120
N 0.933 -5.661 -1.446 -0.4273
C 2.303 -5.868 -1.920 -0.4321
C -0.177 -6.228 -1.923 0.5260
O -0.135 -7.206 -2.656 -0.6144
H -0.191 -4.268 -0.223 0.2126
H 0.876 -3.646 -1.547 0.1874
H 1.545 -4.249 -0.038 0.2019
H 2.865 -4.947 -2.077 0.2042
H 2.814 -6.594 -1.288 0.2114
H 2.321 -6.358 -2.894 0.2337
H -1.066 -5.710 -1.530 0.1086
C 0.894 2.904 -0.052 -0.4056
N -0.023 2.500 -1.114 -0.4367
C -0.156 3.536 -2.174 -0.4371
C -0.585 1.227 -1.163 0.5352
O -1.283 0.820 -2.075 -0.6045
H 0.802 2.121 0.701 0.2029
H 0.566 3.767 0.528 0.1988
H 1.882 3.051 -0.488 0.1977
H -0.274 4.578 -1.877 0.2088
H 0.701 3.588 -2.847 0.1940
H -0.931 3.218 -2.871 0.2377
H -0.378 0.717 -0.210 0.1089
C 8.043 3.721 0.934 -0.4499
N 7.429 3.906 2.289 -0.4116
C 6.318 4.904 2.349 -0.4215
C 7.891 3.450 3.408 0.5182
O 7.303 3.602 4.504 -0.6483
H 8.368 4.568 0.330 0.2083
H 7.331 3.316 0.215 0.2026
H 8.978 3.202 0.723 0.2341
H 5.355 4.417 2.191 0.2052
H 6.208 5.450 3.286 0.2422
H 6.604 5.674 1.633 0.2003
H 8.823 2.870 3.329 0.1205
C -4.145 -3.739 -4.033 -0.4071
N -4.448 -4.615 -5.173 -0.4266
C -5.873 -5.109 -5.243 -0.4296
C -3.586 -4.826 -6.173 0.5216
O -3.743 -5.672 -7.072 -0.6257
H -4.354 -4.134 -3.038 0.2010
H -4.744 -2.828 -4.016 0.1934
H -3.098 -3.436 -4.053 0.2135
H -6.587 -4.372 -5.613 0.2022
H -6.083 -6.057 -5.737 0.2405
H -6.136 -5.454 -4.244 0.2008
H -2.595 -4.372 -6.021 0.1159
C -2.855 3.062 4.901 -0.4149
N -4.072 3.429 5.611 -0.4431
C -4.749 2.240 6.031 -0.4171
C -4.369 4.706 5.919 0.5303
O -5.261 4.947 6.659 -0.6043
H -2.501 3.878 4.271 0.2010
H -2.950 2.242 4.189 0.2057
H -2.072 2.940 5.649 0.1955
H -5.425 1.913 5.241 0.1987
H -4.102 1.378 6.191 0.2004
H -5.216 2.397 7.004 0.2314
H -3.737 5.506 5.503 0.1166

---

Per-record E_tot, eV: -128353.8299 -64112.6920 -87094.2714 -33807.7216